ORCA calculation (the ωB97M-V functional and the def2-TZVPD basis) on C7H9N3 as an isolated structure at a distorted geometry.

Results
Molecular weight = 135.17 g/mol
Largest force on an atom = 0.137 hartree/bohr
Highest occupied orbital energy = -7.398 eV
Orbital gap = 8.2 eV
Energy relative to the best compared isomer or geometry (same formula, charge and spin) = 107.12 kcal/mol
LUMO level = 0.775 eV

Last column: Mulliken charge in e.
Element x y z (Å)
N (-0.39522, -0.79039, 0.16265)  0.780
N (0.44260, 1.37267, -0.57090)  -0.605
N (-1.36957, -1.55297, -0.32750)  -0.962
C (0.90672, -1.24689, 0.54732)  -0.593
C (-1.83904, 1.23231, 0.93799)  -1.059
C (1.62590, 0.90378, -0.57731)  -0.131
C (-2.02335, 0.66402, -0.53228)  -0.131
C (-0.52465, 0.55810, -0.25703)  0.495
C (-2.26961, -0.79227, -0.80328)  -0.282
C (1.96850, -0.45206, -0.25369)  -0.625
H (2.03895, -0.92892, -1.26365)  0.220
H (1.15906, -1.05503, 1.58866)  0.238
H (0.82546, -2.27881, 0.32354)  0.392
H (2.97932, -0.44041, 0.15879)  0.420
H (-2.41108, 1.36352, -1.23228)  0.399
H (2.42582, 1.65424, -0.91973)  0.348
H (-3.26077, -1.04830, -1.13482)  0.416
H (-2.05251, 2.25579, 1.10512)  0.351
H (-2.04953, 0.58442, 1.70524)  0.327

Atomic forces in eV per Å
N 1.4182 1.9513 -0.0234
N 2.4025 1.9918 -0.9845
N -0.4010 -1.5976 -0.4489
C 0.2434 1.1253 -0.3281
C 1.3426 -1.1912 -4.7430
C 0.3793 3.3333 -0.6746
C 1.4527 -0.1406 1.0611
C -5.6980 -0.1564 4.1606
C -1.6974 1.6165 1.0467
C 0.7281 -2.4187 -1.3100
H 0.3145 -0.0075 0.5669
H -0.5772 -0.2493 0.3972
H 0.8882 -1.2026 0.0038
H -0.1328 -0.4864 0.2435
H -0.0548 0.5073 -0.5607
H -0.9580 -1.3686 0.6284
H 0.1926 -0.9590 -0.3133
H 0.2144 0.8647 -0.3680
H -0.0572 -1.6123 1.6463

ORCA calculation (the ωB97M-V functional and the def2-TZVPD basis) on an isolated ion of composition C5H12NS and charge -2 at a distorted geometry.

Results
2S+1 = 2
<S²> = 0.751
Molecular weight = 118.22 g/mol
Largest force on an atom = 0.067 hartree/bohr
Highest occupied orbital energy (alpha / beta) = 3.748 / -0.271 eV
Orbital gap (alpha / beta) = 2.1 / 6.1 eV
Net charge = -2
Energy relative to the best compared isomer or geometry (same formula, charge and spin) = 21.18 kcal/mol
LUMO level (alpha / beta) = 5.871 / 5.857 eV

Last column: Löwdin spin population.
Element x y z (Å)
S (1.38767, 0.98274, 3.34907)  0.013
N (-0.23635, -0.64055, -0.21438)  0.008
C (0.43986, -0.31362, 2.29419)  0.003
C (-1.22878, 1.11303, 1.01812)  0.005
C (0.00560, 0.02930, -1.58347)  0.083
C (-0.00437, 0.28232, 0.93569)  0.003
C (0.53549, -0.93485, -2.59694)  0.488
H (-0.98216, 0.54193, -1.82654)  0.025
H (-0.16281, -1.71515, -2.93805)  0.110
H (0.36830, -1.40285, -0.15342)  0.016
H (1.07025, -1.10911, 1.95600)  0.004
H (-0.40088, -0.48954, 2.99755)  0.000
H (-2.07381, 0.34088, 1.19616)  0.001
H (-1.55843, 1.46695, 0.01944)  0.002
H (0.72407, 0.96114, -1.44654)  0.020
H (-1.11113, 1.82036, 1.77166)  0.000
H (0.89169, -0.30614, -3.45296)  0.139
H (1.38674, -1.48492, -2.19064)  0.080
H (0.94904, 0.85807, 0.86508)  0.001

Atomic forces in eV per Å
S -0.3395 -0.7998 -0.6808
N -0.2246 1.8939 -0.6257
C -0.9741 1.6476 0.6615
C -2.1189 -2.2594 -1.5323
C -0.7949 1.8751 2.5937
C 1.3747 0.0273 -0.2638
C 0.1375 0.5306 -0.7968
H 1.1399 -0.8617 -0.2521
H -0.0269 0.3313 0.0899
H 1.3017 -1.4151 -0.0036
H 0.3834 -1.0453 0.7466
H 0.3909 -0.9633 -0.7998
H 1.0413 1.2369 0.4186
H 0.5738 0.5539 0.6045
H -0.9530 -1.8849 -0.1924
H -0.2955 1.5177 1.2089
H -0.1455 -0.8304 0.1339
H 0.2522 0.0620 -0.0877
H -0.7224 0.3838 -1.2227

- Among the records above, which one has the lowest largest force on an atom?
  C5H12NS